Entry 1:
Computed, not measured: C64H84AsFN6O12P2V as an isolated structure at a distorted geometry, with ωB97M-V/def2-TZVPD.

Geometry as ORCA input:
```
! wB97M-V def2-TZVPD RIJCOSX def2/J DEFGRID3
* xyz 0 2
V -0.146 0.431 -1.484
C 3.286 -1.482 -2.848
C 2.220 -0.412 -2.801
O 1.181 -0.645 -2.095
C 2.342 0.708 -3.608
C 1.363 1.712 -3.685
C 1.524 2.841 -4.658
N 0.293 1.713 -2.920
N -0.427 2.850 -2.866
C -1.065 2.894 -1.727
O -0.972 1.866 -0.973
C -1.890 4.051 -1.372
C -2.170 4.317 -0.032
C -2.939 5.417 0.306
C -3.458 6.240 -0.680
C -3.190 5.969 -2.013
C -2.408 4.884 -2.361
H 3.835 -1.486 -1.908
H 3.985 -1.294 -3.657
H 2.810 -2.459 -2.975
H 3.232 0.809 -4.213
H 2.393 2.694 -5.293
H 1.619 3.770 -4.103
H 0.623 2.926 -5.265
H -1.761 3.666 0.724
H -3.144 5.637 1.345
H -4.068 7.095 -0.418
H -3.599 6.611 -2.781
H -2.206 4.661 -3.397
F 2.968 2.565 4.610
C 1.773 1.915 4.539
C 1.244 1.591 3.312
C 0.010 0.964 3.225
C -0.527 0.484 1.925
O 0.193 0.048 1.036
C -1.975 0.492 1.920
C -2.650 0.415 3.078
N -2.045 0.359 4.318
C -2.829 0.039 5.468
C -3.753 -1.139 5.387
C -2.517 -1.221 6.229
C -0.738 0.767 4.409
C -0.126 0.993 5.647
C 1.139 1.563 5.729
N 1.732 1.722 7.005
C 0.980 2.305 8.088
C 1.179 1.378 9.313
N 2.360 0.540 8.998
C 3.497 1.404 8.600
C 3.152 1.933 7.184
C -2.769 0.420 0.590
O -3.856 0.985 0.562
O -2.215 -0.283 -0.279
H 1.747 1.890 2.408
H -3.728 0.378 3.073
H -3.165 0.907 6.033
H -3.774 -1.697 4.464
H -4.711 -1.073 5.879
H -1.706 -1.830 5.859
H -2.625 -1.225 7.304
H -0.667 0.753 6.550
H -0.071 2.372 7.818
H 1.330 3.320 8.316
H 0.319 0.727 9.467
H 1.364 1.947 10.222
H 2.100 0.038 8.128
H 2.586 -0.109 9.753
H 4.421 0.827 8.592
H 3.590 2.210 9.330
H 3.700 1.365 6.432
H 3.453 2.987 7.099
C 4.707 1.323 -0.533
C 4.174 1.535 0.885
C 3.658 0.192 1.416
C 5.281 2.060 1.811
O 3.158 2.526 0.937
P 1.814 2.592 -0.031
O 0.739 3.170 0.801
O 1.684 1.266 -0.697
O 2.280 3.576 -1.246
C 2.784 4.892 -1.100
C 2.354 5.540 0.209
C 2.252 5.709 -2.283
C 4.315 4.844 -1.163
H 5.410 0.490 -0.543
H 5.212 2.212 -0.901
H 3.867 1.104 -1.184
H 4.422 -0.574 1.308
H 2.775 -0.102 0.855
H 3.393 0.262 2.468
H 6.055 1.306 1.934
H 4.848 2.302 2.779
H 5.725 2.966 1.404
H 1.272 5.592 0.258
H 2.777 6.540 0.279
H 2.696 4.935 1.041
H 1.171 5.603 -2.340
H 2.693 5.353 -3.212
H 2.507 6.758 -2.156
H 4.695 4.339 -0.281
H 4.722 5.852 -1.200
H 4.632 4.298 -2.049
C 0.903 -5.367 0.162
O 1.133 -4.520 1.259
P 1.624 -2.924 1.053
O 3.250 -3.125 1.187
C 4.000 -3.525 0.067
O 1.542 -2.533 2.624
C 0.304 -2.540 3.286
H 1.760 -6.035 0.033
H 0.732 -4.802 -0.765
H 0.021 -5.974 0.385
H 4.782 -2.788 -0.130
H 3.385 -3.637 -0.830
H 4.467 -4.487 0.292
H 0.440 -1.964 4.204
H 0.002 -3.563 3.535
H -0.480 -2.075 2.687
C -0.054 -5.826 -7.585
C -0.180 -4.965 -6.365
C 0.170 -3.628 -6.368
C 0.003 -2.820 -5.247
C 0.545 -1.424 -5.350
C -0.606 -3.325 -4.084
As -0.946 -2.274 -2.307
N -1.228 -0.500 -2.632
C -2.258 -0.014 -3.400
C -2.528 -0.502 -4.687
C -3.474 0.091 -5.503
C -4.229 1.157 -5.047
C -4.041 1.597 -3.747
C -3.077 1.031 -2.940
C -2.854 -2.906 -1.906
C -3.930 -3.152 -2.765
C -3.870 -3.197 -4.267
C -5.183 -3.469 -2.240
C -5.423 -3.551 -0.885
C -6.788 -3.877 -0.356
C -4.344 -3.365 -0.036
C -3.079 -3.078 -0.524
C -1.954 -3.039 0.475
C -0.845 -4.712 -4.047
C -1.339 -5.421 -2.816
C -0.646 -5.497 -5.173
H 0.475 -5.306 -8.380
H -1.045 -6.101 -7.948
H 0.481 -6.743 -7.346
H 0.592 -3.193 -7.266
H 1.363 -1.394 -6.070
H 0.916 -1.101 -4.386
H -0.202 -0.702 -5.674
H -1.990 -1.362 -5.051
H -3.623 -0.296 -6.504
H -4.967 1.616 -5.689
H -4.649 2.398 -3.354
H -2.998 1.360 -1.917
H -2.857 -3.310 -4.633
H -4.305 -2.296 -4.693
H -4.455 -4.046 -4.618
H -5.992 -3.677 -2.929
H -7.439 -4.192 -1.169
H -7.226 -3.000 0.120
H -6.732 -4.679 0.380
H -4.493 -3.473 1.032
H -2.352 -3.049 1.490
H -1.361 -2.135 0.337
H -1.307 -3.908 0.348
H -1.104 -4.845 -1.921
H -0.877 -6.405 -2.753
H -2.418 -5.551 -2.864
H -0.869 -6.554 -5.120
*
```

Values from the calculation:
- electronic energy (eV) = -209066.0156
- highest occupied orbital energy (spin up / spin down) (eV) = -6.2 / -6.3
- LUMO level (spin up / spin down) (Eh) = -0.057 / -0.057

Entry 2:
Computed, not measured: C4H7NO2 as an isolated structure, with ωB97M-V/def2-TZVPD.

Geometry as ORCA input:
```
! wB97M-V def2-TZVPD RIJCOSX def2/J DEFGRID3
* xyz 0 1
C -0.861 0.524 -1.284
C -0.336 -0.595 -0.403
C 1.183 -0.414 -0.032
N 1.157 -0.079 1.411
C 0.080 0.642 1.691
O -0.447 1.452 2.343
O -0.965 -0.595 0.867
H -0.688 1.503 -0.817
H -1.936 0.414 -1.449
H -0.352 0.517 -2.255
H -0.502 -1.569 -0.876
H 1.668 0.367 -0.625
H 1.761 -1.336 -0.131
H 0.163 -0.913 1.494
*
```

Values from the calculation:
- electronic energy (eV) = -9843.7132
- highest occupied orbital energy (eV) = -10.2
- LUMO level (Eh) = 0.025
- relative energy (zero: lowest compared OMol25 entry of this formula, charge and spin) (kcal/mol) = 82.2

Entry 3:
Computed, not measured: C15H21NO5 in the gas phase, with ωB97M-V/def2-TZVPD.

Geometry as ORCA input:
```
! wB97M-V def2-TZVPD RIJCOSX def2/J DEFGRID3
* xyz 0 1
C -4.095 -3.030 0.065
O -4.131 -1.624 0.055
C -2.949 -0.953 0.012
C -1.702 -1.552 0.021
C -0.552 -0.773 0.000
C 0.759 -1.478 0.003
O 0.902 -2.597 -0.456
N 1.772 -0.806 0.604
C 3.145 -1.233 0.514
C 3.941 -0.277 -0.387
C 5.426 -0.668 -0.497
C 6.159 0.653 -0.260
C 5.169 1.388 0.641
O 3.892 1.048 0.142
C -0.656 0.609 -0.075
C -1.900 1.230 -0.109
O -2.045 2.593 -0.222
C -0.893 3.396 -0.259
C -3.066 0.453 -0.039
O -4.353 0.896 -0.055
C -4.665 2.236 0.249
H -3.591 -3.414 0.959
H -5.136 -3.349 0.074
H -3.600 -3.427 -0.827
H -1.583 -2.622 0.051
H 1.635 0.145 0.905
H 3.147 -2.240 0.094
H 3.589 -1.248 1.516
H 3.454 -0.240 -1.370
H 5.657 -1.110 -1.462
H 5.676 -1.387 0.284
H 7.133 0.524 0.205
H 6.279 1.196 -1.198
H 5.260 2.474 0.605
H 5.275 1.054 1.684
H 0.236 1.208 -0.158
H -0.293 3.290 0.652
H -0.271 3.177 -1.133
H -1.258 4.420 -0.329
H -4.203 2.556 1.186
H -4.365 2.917 -0.551
H -5.750 2.255 0.355
*
```

Values from the calculation:
- structure (SMILES) = COc1cc(C(=O)NC[C@@H]2CCCO2)cc(OC)c1OC
- electronic energy (eV) = -27622.2483
- highest occupied orbital energy (eV) = -8.0
- LUMO level (Eh) = 0.026
- relative energy (zero: lowest compared OMol25 entry of this formula, charge and spin) (kcal/mol) = 40.3

Entry 4:
Computed, not measured: an isolated ion of composition C4H6NS and charge +1 at a distorted geometry, with ωB97M-V/def2-TZVPD.

Geometry as ORCA input:
```
! wB97M-V def2-TZVPD RIJCOSX def2/J DEFGRID3
* xyz 1 1
C -0.055 -1.427 -0.391
C 1.291 -1.355 -0.171
C -0.215 0.896 0.366
C 1.214 1.378 0.104
N -0.912 -0.404 -0.147
S 2.341 0.107 -0.126
H -0.346 -2.331 -0.806
H 1.896 -2.145 -0.364
H -0.256 0.634 1.506
H -0.808 1.693 0.066
H 1.333 2.416 0.240
H -1.911 -0.528 -0.528
*
```

Values from the calculation:
- electronic energy (eV) = -16560.6710
- highest occupied orbital energy (spin up / spin down) (eV) = -13.2 / -13.2
- LUMO level (spin up / spin down) (Eh) = -0.231 / -0.231
- relative energy (zero: lowest compared OMol25 entry of this formula, charge and spin) (kcal/mol) = 43.8

Entry 5:
Computed, not measured: C21H31N3O4 in the gas phase, with ωB97M-V/def2-TZVPD.

Geometry as ORCA input:
```
! wB97M-V def2-TZVPD RIJCOSX def2/J DEFGRID3
* xyz 0 1
C -8.403 -1.615 -0.413
C -7.297 -0.588 -0.620
C -5.917 -1.177 -0.336
C -4.812 -0.138 -0.532
N -3.490 -0.743 -0.482
C -3.052 -0.984 0.885
C -1.815 -1.872 0.957
C -2.505 -0.024 -1.283
C -2.122 1.318 -0.741
C -2.717 2.542 -0.816
C -1.922 3.425 -0.043
C -0.899 2.677 0.457
C 0.254 3.027 1.352
N 1.185 1.933 1.488
C 2.374 1.956 0.795
O 2.805 2.966 0.282
N 3.009 0.743 0.809
C 4.270 0.417 0.302
C 5.092 1.309 -0.362
C 6.333 0.917 -0.842
C 6.764 -0.386 -0.658
O 7.961 -0.892 -1.082
C 8.841 -0.031 -1.761
C 5.941 -1.298 0.010
C 4.707 -0.910 0.487
O 3.833 -1.737 1.154
C 4.219 -3.072 1.370
O -1.018 1.397 0.042
H -8.406 -1.972 0.614
H -9.376 -1.178 -0.626
H -8.258 -2.468 -1.071
H -7.329 -0.223 -1.649
H -7.466 0.267 0.039
H -5.725 -2.014 -1.010
H -5.900 -1.561 0.685
H -4.939 0.306 -1.522
H -4.923 0.670 0.211
H -3.872 -1.493 1.395
H -2.862 -0.038 1.424
H -0.924 -1.340 0.633
H -1.663 -2.201 1.982
H -1.953 -2.746 0.325
H -2.919 0.094 -2.287
H -1.610 -0.644 -1.354
H -3.604 2.791 -1.362
H -2.088 4.470 0.116
H 0.814 3.868 0.932
H -0.118 3.317 2.343
H 0.774 1.040 1.711
H 2.563 -0.032 1.280
H 4.753 2.321 -0.501
H 6.942 1.644 -1.353
H 9.717 -0.633 -2.000
H 9.143 0.813 -1.133
H 8.399 0.347 -2.688
H 6.313 -2.302 0.131
H 5.126 -3.132 1.981
H 4.381 -3.600 0.426
H 3.392 -3.535 1.906
*
```

Values from the calculation:
- structure (SMILES) = CCCCN(CC)Cc1ccc(CNC(=O)Nc2ccc(OC)cc2OC)o1
- electronic energy (eV) = -34939.9122
- highest occupied orbital energy (eV) = -7.6
- LUMO level (Eh) = 0.022
- relative energy (zero: lowest compared OMol25 entry of this formula, charge and spin) (kcal/mol) = 65.9

Entry 6:
Computed, not measured: C44H44IN5O2W as an isolated structure at a distorted geometry, with ωB97M-V/def2-TZVPD.

Geometry as ORCA input:
```
! wB97M-V def2-TZVPD RIJCOSX def2/J DEFGRID3
* xyz 0 1
W -0.046 -0.990 1.558
N -1.646 1.674 2.404
C -0.954 2.058 3.524
C -1.556 2.710 4.580
C -0.790 3.217 5.636
C 0.573 3.122 5.610
C 1.208 2.346 4.617
C 2.604 2.174 4.576
C 3.132 1.365 3.609
C 2.279 0.658 2.763
N 0.954 0.767 2.755
C 0.426 1.708 3.613
H -1.199 1.820 1.512
H -2.629 1.888 2.398
H -2.629 2.854 4.576
H -1.284 3.727 6.452
H 1.186 3.606 6.359
H 3.221 2.691 5.298
H 4.200 1.241 3.503
H 2.698 -0.038 2.052
I -2.115 -1.460 3.421
C 1.140 -0.508 0.098
C 1.848 0.466 -0.639
C 1.738 1.816 -0.190
C 2.407 2.854 -0.807
C 3.204 2.622 -1.921
C 3.335 1.318 -2.384
C 2.688 0.269 -1.763
H 1.122 2.030 0.672
H 2.305 3.859 -0.413
H 3.705 3.441 -2.419
H 3.966 1.117 -3.241
H 2.824 -0.733 -2.140
C -4.857 2.870 0.158
O -3.648 3.201 -0.495
C -3.701 3.943 -1.624
C -4.807 4.683 -2.017
C -4.759 5.486 -3.147
C -3.593 5.579 -3.883
C -2.486 4.835 -3.511
C -2.534 3.982 -2.416
N -1.405 3.197 -2.108
C -1.391 1.955 -1.600
C -2.414 1.020 -1.661
C -3.432 1.023 -2.655
C -4.417 0.085 -2.654
C -4.480 -0.873 -1.611
C -3.527 -0.913 -0.635
C -2.430 -0.002 -0.635
O -1.568 0.018 0.282
H -4.606 2.098 0.883
H -5.590 2.463 -0.544
H -5.285 3.731 0.678
H -5.718 4.640 -1.438
H -5.635 6.051 -3.435
H -3.548 6.205 -4.762
H -1.571 4.891 -4.088
H -0.505 3.628 -2.265
H -0.481 1.684 -1.074
H -3.386 1.763 -3.443
H -5.162 0.075 -3.438
H -5.313 -1.565 -1.585
H -3.610 -1.604 0.194
N 0.890 -2.269 -1.411
C 1.696 -2.873 -1.977
C 2.675 -3.632 -2.670
C 3.281 -4.735 -2.056
C 4.224 -5.476 -2.741
C 4.576 -5.145 -4.042
C 3.956 -4.071 -4.666
C 3.010 -3.321 -3.993
H 3.002 -5.001 -1.046
H 4.697 -6.317 -2.253
H 5.324 -5.721 -4.569
H 4.217 -3.811 -5.683
H 2.523 -2.489 -4.485
C -2.221 -4.073 -1.047
C -1.477 -3.186 -0.184
N -0.914 -2.516 0.556
H -2.417 -3.573 -1.996
H -3.173 -4.326 -0.581
H -1.661 -4.990 -1.229
C 3.315 -2.673 1.428
C 2.223 -3.251 2.335
C 2.870 -3.810 3.606
C 1.515 -4.406 1.599
C 1.132 -2.236 2.637
H 4.003 -3.458 1.103
H 3.899 -1.924 1.966
H 2.856 -2.207 0.558
H 3.643 -4.536 3.348
H 2.129 -4.310 4.232
H 3.341 -3.014 4.186
H 2.188 -5.259 1.466
H 1.173 -4.060 0.625
H 0.652 -4.746 2.174
H 0.795 -2.424 3.669
*
```

Values from the calculation:
- electronic energy (eV) = -67809.9180
- highest occupied orbital energy (spin up / spin down) (eV) = -5.8 / -5.8
- LUMO level (spin up / spin down) (Eh) = -0.030 / -0.030

Entry 7:
Computed, not measured: a 3-piece molecular cluster, C6H16N2O overall at a distorted geometry, with ωB97M-V/def2-TZVPD.

Geometry as ORCA input:
```
! wB97M-V def2-TZVPD RIJCOSX def2/J DEFGRID3
* xyz 0 1
C 0.408 -0.255 -0.393
C -1.803 -1.097 -0.896
C 2.182 2.002 0.645
C -1.235 1.352 0.353
C 1.064 -0.976 -1.548
C 0.678 -0.872 0.966
N -0.663 0.512 -0.666
N -2.476 -1.535 0.225
O 1.554 1.380 -0.400
H -3.059 -0.859 0.697
H -1.974 -2.148 0.850
H -1.284 -1.897 -1.410
H -2.419 -0.535 -1.587
H 1.473 2.558 1.302
H 2.887 2.772 0.284
H 2.725 1.298 1.312
H -0.632 2.258 0.427
H -2.243 1.640 0.039
H -1.286 0.926 1.362
H 2.123 -0.717 -1.511
H 0.666 -0.634 -2.501
H 0.968 -2.059 -1.471
H 0.080 -0.474 1.783
H 0.540 -1.954 0.939
H 1.726 -0.686 1.200
*
```

Values from the calculation:
- electronic energy (eV) = -11505.1317
- highest occupied orbital energy (eV) = -7.6
- LUMO level (Eh) = 0.022
- relative energy (zero: lowest compared OMol25 entry of this formula, charge and spin) (kcal/mol) = 113.5

Entry 8:
Computed, not measured: C10H12O3 in the gas phase at a distorted geometry, with ωB97M-V/def2-TZVPD.

Geometry as ORCA input:
```
! wB97M-V def2-TZVPD RIJCOSX def2/J DEFGRID3
* xyz 0 1
O 0.509 2.100 0.976
C -0.027 1.013 1.190
C -1.316 0.979 2.060
C -1.488 -0.333 2.771
C -1.477 -1.430 1.705
C -0.183 -1.466 0.929
O 0.335 -2.531 0.689
C 0.556 -0.239 0.543
C 0.369 -0.105 -0.965
O -0.786 -0.059 -1.432
C 1.557 0.116 -1.918
C 1.342 -0.133 -3.392
C 1.528 1.291 -2.875
H -1.250 1.792 2.763
H -2.186 1.121 1.405
H -0.702 -0.461 3.495
H -2.448 -0.296 3.266
H -2.293 -1.221 1.004
H -1.675 -2.398 2.190
H 1.616 -0.390 0.820
H 2.478 -0.196 -1.456
H 2.136 -0.574 -4.008
H 0.345 -0.376 -3.750
H 0.623 1.965 -2.895
H 2.438 1.832 -3.114
*
```

Values from the calculation:
- structure (SMILES) = O=C1CCCC(=O)C1C(=O)C1CC1
- electronic energy (eV) = -16705.7562
- highest occupied orbital energy (eV) = -9.8
- LUMO level (Eh) = 0.016
- relative energy (zero: lowest compared OMol25 entry of this formula, charge and spin) (kcal/mol) = 44.4